1.
2 unconnected molecules or ions with the total composition C22H43NO4P. Source: the Open Molecules 2025 dataset; level of theory: ωB97M-V/def2-TZVPD.

Kohn-Sham gap: 0.260 Eh
highest occupied orbital energy: -9.623 eV
charge: +1

Geometry as XYZ:
```
71
Properties=species:S:1:pos:R:3:mulliken_charge:R:1
C 3.626 0.003 3.749 -0.569
C 2.606 -0.127 2.640 -0.072
C 2.952 0.108 1.041 0.627
O 4.232 -0.059 0.667 -0.523
O 1.994 0.522 0.005 -0.334
C 0.748 -0.279 0.056 0.195
C 0.939 -1.777 -0.606 0.141
C -0.350 -2.773 -0.425 -0.576
C -0.831 -3.021 1.122 -0.485
C 0.235 -3.837 2.063 -0.563
C 0.926 -5.146 1.360 -0.518
P 2.688 -5.306 2.178 -0.075
C 3.664 -3.830 1.363 0.554
C 5.097 -3.558 2.112 -0.528
C 6.395 -4.106 1.274 -0.554
C 6.653 -3.370 -0.169 0.433
O 5.699 -2.881 -0.986 -0.464
O 8.058 -3.174 -0.641 -0.464
H 3.250 0.508 4.761 0.237
H 4.723 -0.399 3.661 0.238
H 1.509 -0.392 2.958 0.230
H -0.021 0.290 -0.660 -0.396
H 0.266 -0.281 1.122 0.188
H 1.977 -2.267 -0.281 -0.199
H 1.053 -1.595 -1.780 0.319
H -0.138 -3.775 -1.030 0.327
H -1.270 -2.264 -0.987 0.187
H -1.012 -1.971 1.657 0.183
H -1.904 -3.540 1.104 0.346
H 1.074 -3.147 2.546 0.185
H -0.386 -4.251 2.995 0.318
H 1.134 -5.048 0.213 0.219
H 0.386 -6.168 1.582 0.360
H 3.297 -6.569 1.849 0.034
H 3.742 -4.112 0.226 0.388
H 2.995 -2.866 1.556 -0.748
H 5.050 -4.134 3.154 0.457
H 5.136 -2.415 2.385 -0.052
H 7.350 -3.879 1.948 0.289
H 6.340 -5.293 1.185 0.306
H 8.229 -3.993 -1.222 0.347
C -4.526 6.178 -3.010 -1.341
C -4.835 4.705 -3.241 -0.230
C -5.301 3.938 -2.000 -0.457
C -4.531 4.121 -0.690 -0.796
N -3.151 3.451 -0.527 0.250
C -3.249 1.942 -0.280 -0.648
C -3.171 1.314 -1.653 -0.342
C -2.306 2.247 -2.479 -0.594
C -2.189 3.556 -1.706 -0.627
C -2.503 4.118 0.699 -1.050
H -3.771 6.327 -2.233 0.296
H -4.132 6.624 -3.928 0.386
H -5.428 6.726 -2.724 0.361
H -3.967 4.221 -3.692 0.094
H -5.623 4.637 -4.002 0.419
H -5.419 2.881 -2.249 0.112
H -6.326 4.287 -1.797 0.485
H -5.146 3.722 0.129 0.320
H -4.403 5.187 -0.479 0.516
H -2.376 1.646 0.314 0.457
H -4.164 1.710 0.272 0.303
H -4.166 1.217 -2.095 0.233
H -2.753 0.304 -1.611 0.236
H -2.735 2.395 -3.475 0.284
H -1.311 1.817 -2.633 0.403
H -2.384 4.462 -2.276 0.252
H -1.172 3.635 -1.304 0.474
H -3.169 3.974 1.557 0.387
H -2.370 5.177 0.480 0.398
H -1.533 3.651 0.889 0.432
```

---

2.
5 unconnected molecules or ions with the total composition C22H43O6. Source: the Open Molecules 2025 dataset; level of theory: ωB97M-V/def2-TZVPD.

Kohn-Sham gap: 0.108 Eh
highest occupied orbital energy: -1.208 eV
charge: -1

Geometry as XYZ:
```
71
Properties=species:S:1:pos:R:3:mulliken_charge:R:1
C 11.100 -3.500 2.780 -0.929
C 9.745 -2.618 2.942 -0.158
C 8.569 -3.632 3.331 -0.585
C 7.111 -3.197 2.850 -0.326
O 6.584 -2.004 3.497 -0.326
C 6.967 -0.821 2.809 0.721
C 7.799 0.235 3.699 -0.973
O 6.713 -0.637 1.595 -0.661
H 12.021 -2.886 3.095 0.067
H 11.175 -3.820 1.677 0.057
H 9.932 -1.835 3.772 0.070
H 9.508 -1.995 1.993 0.113
H 8.833 -4.636 2.828 0.298
H 8.637 -3.799 4.463 0.124
H 7.021 -3.140 1.702 0.292
H 6.401 -4.058 3.149 0.270
H 7.223 1.197 3.885 0.307
H 8.811 0.420 3.191 0.275
H 8.052 -0.248 4.710 0.291
C 4.164 1.358 -0.665 -0.604
C 3.989 0.148 0.226 -0.203
C 3.207 0.724 1.389 -0.321
O 2.406 1.795 0.862 -0.453
C 2.849 2.087 -0.470 -0.310
H 4.363 1.110 -1.709 0.359
H 4.991 1.973 -0.296 0.250
H 3.388 -0.609 -0.291 0.246
H 4.929 -0.313 0.532 0.134
H 3.874 1.146 2.147 0.194
H 2.561 -0.016 1.867 0.299
H 2.085 1.720 -1.166 0.146
H 2.945 3.168 -0.596 0.303
C -1.091 2.244 -0.016 -0.155
C -1.834 3.454 -0.538 -0.584
C -1.492 3.420 -2.015 -0.422
O -1.306 2.042 -2.368 -0.436
C -1.239 1.264 -1.163 -0.330
H -1.485 1.859 0.925 0.359
H -0.035 2.491 0.130 -0.046
H -2.912 3.315 -0.401 0.254
H -1.546 4.389 -0.055 0.355
H -0.554 3.947 -2.218 0.345
H -2.278 3.855 -2.637 0.265
H -2.171 0.693 -1.080 0.115
H -0.405 0.562 -1.226 0.334
C -4.459 0.892 -3.742 0.064
C -4.726 -0.595 -3.682 -0.735
C -5.688 -0.696 -2.514 -0.300
O -6.434 0.530 -2.483 -0.341
C -5.809 1.471 -3.369 -0.634
H -4.103 1.236 -4.715 0.432
H -3.713 1.165 -2.989 -0.303
H -5.222 -0.921 -4.603 0.313
H -3.828 -1.199 -3.547 0.363
H -5.151 -0.786 -1.564 0.261
H -6.375 -1.541 -2.608 0.240
H -6.452 1.579 -4.249 0.282
H -5.728 2.442 -2.875 0.310
C -9.040 -0.079 -1.027 -0.148
C -8.380 -0.963 0.008 -0.431
C -9.552 -1.345 0.890 -0.491
O -10.715 -1.362 0.051 -0.392
C -10.385 -0.755 -1.206 -0.501
H -8.478 0.003 -1.958 0.129
H -9.179 0.928 -0.620 0.209
H -7.968 -1.855 -0.475 0.181
H -7.575 -0.471 0.557 0.369
H -9.717 -0.601 1.677 0.259
H -9.423 -2.324 1.359 0.288
H -10.333 -1.550 -1.958 0.275
H -11.173 -0.055 -1.493 0.277
```

---

3.
A molecular structure, C22H44BaN9O2Se3Si. Source: the Open Molecules 2025 dataset; level of theory: ωB97M-V/def2-TZVPD.

Kohn-Sham gap: 0.168 Eh
energy above the lowest of the compared OMol25 structures with the same formula, charge and spin: 0.219 eV
highest occupied orbital energy: -8.177 eV
charge: +1

Geometry as XYZ:
```
82
Properties=species:S:1:pos:R:3:mulliken_charge:R:1
Ba -0.619 -0.121 -0.257 0.536
C 3.129 -0.027 -2.907 -0.818
Se 1.381 -0.875 -2.908 0.103
C 0.581 0.030 -4.434 0.068
C 0.324 1.516 -4.274 -0.930
Se -0.984 2.005 -2.895 0.049
C 0.189 3.085 -1.774 0.160
H 3.643 -0.268 -3.833 0.441
H 3.661 -0.456 -2.061 0.119
H 3.056 1.047 -2.768 0.254
H -0.347 -0.517 -4.595 -0.544
H 1.207 -0.137 -5.312 0.542
H -0.030 1.931 -5.217 0.490
H 1.231 2.056 -4.003 0.506
H 0.460 3.999 -2.293 0.463
H 1.084 2.521 -1.513 -0.676
H -0.361 3.332 -0.867 0.115
C -2.669 3.256 2.904 -0.429
O -3.641 2.451 2.200 -0.470
C -3.182 1.774 1.164 0.424
O -2.010 1.786 0.794 -0.180
N -4.152 1.062 0.552 -0.267
N -3.800 0.257 -0.531 -0.169
H -3.235 3.794 3.656 0.252
H -2.187 3.949 2.218 0.273
H -1.920 2.618 3.367 0.108
H -5.097 1.104 0.902 0.211
H -4.323 0.524 -1.355 0.297
H -3.953 -0.720 -0.312 0.216
C 3.610 -1.244 1.334 -1.708
Si 2.171 -0.001 1.584 0.462
C 1.433 -0.495 3.333 2.440
C 1.011 -1.965 3.214 -1.863
C 0.166 0.321 3.619 -1.497
C 2.375 -0.365 4.530 -1.943
C 3.116 1.708 1.664 2.040
C 2.168 2.843 2.062 -1.967
C 4.341 1.746 2.583 -1.880
C 3.614 1.986 0.241 -1.314
H 4.383 -1.182 2.107 0.409
H 4.101 -1.068 0.373 0.327
H 3.253 -2.276 1.308 0.402
H 0.331 -2.123 2.363 0.084
H 0.491 -2.297 4.121 0.515
H 1.868 -2.622 3.064 0.424
H -0.575 0.209 2.814 -0.010
H 0.375 1.388 3.709 0.214
H -0.312 -0.009 4.552 0.593
H 3.334 -0.853 4.344 0.342
H 1.935 -0.826 5.424 0.501
H 2.574 0.680 4.770 0.363
H 1.879 2.774 3.113 0.353
H 1.250 2.832 1.460 0.263
H 2.648 3.819 1.923 0.495
H 4.076 1.615 3.632 0.292
H 4.853 2.712 2.494 0.504
H 5.064 0.970 2.324 0.384
H 2.793 1.955 -0.479 -0.338
H 4.359 1.250 -0.072 0.395
H 4.085 2.975 0.180 0.502
N -1.715 -5.042 2.179 -0.608
N -2.096 -3.717 2.146 1.199
N -2.358 -3.042 3.234 -0.903
C -2.558 -1.826 2.744 -0.414
N -2.433 -1.797 1.410 0.074
N -2.125 -3.031 1.045 -0.393
H -2.073 -5.441 3.039 0.320
H -2.118 -5.516 1.378 0.268
H -2.794 -0.974 3.357 0.503
Se -1.849 -3.656 -2.062 0.352
N -2.304 -1.946 -2.310 -0.303
C -2.500 -1.796 -3.612 0.291
C -2.941 -0.587 -4.241 -0.592
C -3.097 -0.573 -5.586 -0.650
C -2.833 -1.731 -6.395 -0.549
C -2.436 -2.902 -5.848 -0.702
C -2.267 -2.973 -4.427 1.004
N -1.903 -4.059 -3.773 -0.808
H -3.150 0.282 -3.634 0.665
H -3.438 0.330 -6.075 0.448
H -2.972 -1.653 -7.465 0.406
H -2.247 -3.786 -6.441 0.464
```

---

4.
9 unconnected molecules or ions with the total composition C22H44Br10O12. Source: the Open Molecules 2025 dataset; level of theory: ωB97M-V/def2-TZVPD.

Kohn-Sham gap: 0.377 Eh
structure (SMILES): COC(=O)OC.COC(=O)OC.COC(=O)OC.COC(=O)OC.BrCCBr.BrCCBr.BrCCBr.BrCCBr.BrCCBr
energy above the lowest of the compared OMol25 structures with the same formula, charge and spin: 0.607 eV
highest occupied orbital energy: -10.030 eV

Geometry as XYZ:
```
88
Properties=species:S:1:pos:R:3:mulliken_charge:R:1
C -2.732 4.254 0.837 -0.645
O -3.435 3.202 0.117 -0.357
C -3.355 1.931 0.513 0.722
O -3.725 1.095 -0.268 -0.432
O -2.879 1.851 1.744 -0.411
C -2.730 0.531 2.311 0.093
H -1.704 4.003 1.114 0.216
H -3.291 4.470 1.744 0.332
H -2.835 5.039 0.122 0.253
H -1.965 0.665 3.053 0.094
H -2.238 -0.126 1.581 -0.302
H -3.653 0.046 2.637 0.420
C 1.359 4.929 -5.281 -0.523
O 1.585 3.609 -5.840 -0.385
C 1.975 2.622 -5.011 0.786
O 1.909 2.606 -3.808 -0.439
O 2.449 1.636 -5.703 -0.366
C 2.821 0.579 -4.838 -0.617
H 1.585 4.876 -4.219 0.209
H 0.310 5.287 -5.503 0.216
H 2.010 5.667 -5.791 0.265
H 3.126 -0.252 -5.467 0.307
H 2.011 0.156 -4.267 0.206
H 3.614 0.810 -4.158 0.297
C -1.964 -5.730 -1.973 -0.816
O -2.166 -4.359 -1.484 -0.195
C -3.306 -3.751 -1.952 0.506
O -3.944 -4.226 -2.835 -0.549
O -3.467 -2.636 -1.235 0.122
C -4.618 -1.862 -1.534 -0.696
H -2.922 -6.188 -2.142 0.342
H -1.284 -6.105 -1.221 0.224
H -1.387 -5.648 -2.882 0.306
H -4.650 -1.544 -2.573 0.297
H -4.692 -1.045 -0.872 0.169
H -5.448 -2.584 -1.470 0.317
C -0.536 -1.727 -0.089 -0.069
O 0.633 -1.415 -0.934 -0.432
C 1.149 -0.281 -0.495 1.042
O 0.764 0.342 0.447 -0.594
O 2.175 -0.063 -1.301 -0.242
C 2.970 1.140 -1.022 -0.463
H -1.304 -1.062 -0.420 0.035
H -0.263 -1.641 0.971 0.059
H -0.886 -2.735 -0.285 -0.031
H 4.000 0.781 -0.815 0.343
H 2.634 1.740 -0.157 0.128
H 2.868 1.759 -1.899 0.088
Br -0.292 4.651 -1.668 -0.189
C -0.541 2.719 -1.596 0.086
C -1.487 2.329 -2.799 -0.735
Br -1.302 0.368 -2.813 -0.150
H -1.041 2.493 -0.671 0.177
H 0.476 2.290 -1.617 -0.221
H -1.214 2.700 -3.783 0.506
H -2.436 2.711 -2.553 0.561
Br -3.655 -4.210 6.158 -0.162
C -3.460 -4.375 4.289 -0.585
C -3.108 -3.021 3.646 -0.255
Br -3.479 -3.012 1.791 -0.098
H -4.453 -4.748 3.981 0.356
H -2.685 -5.134 4.085 0.358
H -2.087 -2.672 3.829 -0.035
H -3.750 -2.272 3.991 0.428
Br 2.476 3.550 5.109 -0.183
C 3.509 3.241 3.404 -0.132
C 2.815 4.135 2.372 -0.512
Br 3.851 4.260 0.676 -0.154
H 3.479 2.225 3.094 -0.003
H 4.632 3.407 3.598 0.376
H 2.727 5.176 2.764 0.434
H 1.843 3.795 2.017 0.184
Br 5.986 -3.002 1.659 -0.161
C 4.908 -3.356 0.082 -0.616
C 3.408 -2.990 0.242 0.120
Br 2.429 -4.275 1.372 -0.178
H 4.997 -4.360 -0.247 0.453
H 5.268 -2.735 -0.727 0.379
H 2.835 -2.798 -0.717 0.276
H 3.222 -1.997 0.777 -0.233
Br -0.527 -0.602 5.271 -0.199
C 1.048 -1.255 4.391 -0.531
C 1.768 -0.132 3.706 0.149
Br 3.635 -0.705 3.453 -0.181
H 0.701 -2.096 3.776 0.273
H 1.672 -1.715 5.225 0.456
H 1.900 0.722 4.291 0.202
H 1.366 0.043 2.695 -0.088
```